Record 1
The following is a DFT calculation (ωB97M-V/def2-TZVPD) of the molecule C17H14F2N2OS at a distorted geometry.

XYZ file:
```
37
Properties=species:S:1:pos:R:3:nbo_charge:R:1
C -0.87562 -2.83557 -1.09158 -0.61
H -1.78284 -3.31472 -0.73375 0.24
H -1.08157 -2.39769 -2.06563 0.21
H -0.09829 -3.58988 -1.18589 0.22
C -0.46556 -1.76929 -0.07626 -0.12
C -1.54425 -0.73423 0.02630 0.14
N -2.57293 -0.87883 0.76619 -0.45
C -3.43504 0.17406 0.67672 0.18
C -4.63577 0.31187 1.36661 -0.22
C -5.39242 1.44571 1.16214 -0.21
C -4.97390 2.44294 0.28287 -0.21
C -3.78570 2.32903 -0.41155 -0.20
C -3.02094 1.19301 -0.20985 -0.25
S -1.49849 0.75896 -0.92094 0.35
H -3.45737 3.09970 -1.09146 0.22
H -5.58729 3.32015 0.14240 0.22
H -6.32551 1.56688 1.69153 0.22
H -4.94643 -0.46589 2.04529 0.23
N 0.84031 -1.17787 -0.33904 -0.43
C 1.57507 -0.83682 0.74429 0.68
O 1.24320 -1.10206 1.88374 -0.60
C 2.86710 -0.10609 0.50232 -0.23
C 2.89202 1.19339 0.00627 0.44
C 4.06354 1.91956 -0.10033 -0.35
C 5.23623 1.31225 0.31128 0.42
C 5.25661 0.02714 0.82455 -0.30
C 4.06567 -0.66790 0.92766 -0.13
H 4.05243 -1.66269 1.34449 0.23
H 6.18962 -0.40761 1.14418 0.24
F 6.38801 1.99739 0.20871 -0.32
H 4.05857 2.92584 -0.48599 0.25
F 1.74564 1.77255 -0.39373 -0.32
C 1.26105 -0.94440 -1.70016 -0.41
H 0.68231 -0.14128 -2.16205 0.20
H 1.13994 -1.85303 -2.28914 0.21
H 2.31367 -0.67101 -1.71638 0.23
H -0.39109 -2.23358 0.91623 0.27
```

Calculated values
Spin multiplicity: 1
Kohn-Sham gap in Eh: 0.346
Highest occupied orbital energy in eV: -8.82
Structure (SMILES): C[C@H](c1nc2ccccc2s1)N(C)C(=O)c1ccc(F)cc1F
Charge: 0
Calculated total energy in Eh: -1438.9172

=====

Record 2
The following is a DFT calculation (ωB97M-V/def2-TZVPD) of the molecule C17H14F3N5O4S at a distorted geometry.

XYZ file:
```
44
Properties=species:S:1:pos:R:3:nbo_charge:R:1
C 5.15867 4.46191 0.65342 -0.66
C 4.68409 3.05802 0.62755 0.34
C 4.82783 2.05918 -0.29143 -0.38
C 4.13499 0.96855 0.29713 0.30
N 3.62980 1.30820 1.46091 -0.17
O 3.96875 2.60312 1.67093 -0.27
N 3.94932 -0.31112 -0.18342 -0.63
C 4.31688 -0.74061 -1.41654 0.67
O 4.89624 -0.07623 -2.24184 -0.59
C 3.92528 -2.19299 -1.68104 -0.61
H 4.10928 -2.83128 -0.81922 0.26
H 4.46695 -2.54852 -2.55669 0.26
S 2.15691 -2.35494 -2.12104 0.33
C 1.48193 -2.44077 -0.54209 0.30
N 2.10257 -2.31944 0.59842 -0.38
N 1.17212 -2.47045 1.56029 -0.26
C 0.04128 -2.67840 0.97855 0.44
O 0.16633 -2.66923 -0.37746 -0.40
C -1.27914 -2.88859 1.62432 -0.29
N -2.22619 -1.87333 1.22592 -0.60
C -3.33394 -2.18811 0.50718 0.66
O -3.61488 -3.32927 0.20938 -0.61
C -4.20083 -1.02827 0.13522 -0.14
C -3.69258 0.23782 -0.12775 -0.20
C -4.55911 1.25633 -0.49938 -0.08
C -5.92553 1.03198 -0.60196 -0.19
C -6.42461 -0.23527 -0.35271 -0.21
C -5.56790 -1.25938 0.00575 -0.14
H -5.93814 -2.25654 0.18934 0.24
H -7.48320 -0.42140 -0.44354 0.22
H -6.58307 1.83848 -0.88755 0.23
C -4.00461 2.63103 -0.75167 0.96
F -3.91733 3.34838 0.38785 -0.33
F -2.76572 2.60394 -1.26668 -0.32
F -4.75571 3.35380 -1.59225 -0.32
H -2.63226 0.43923 -0.08523 0.23
H -2.04272 -0.92233 1.50172 0.41
H -1.12825 -2.89157 2.70701 0.24
H -1.70708 -3.84452 1.29891 0.27
H 3.43867 -0.94212 0.43654 0.45
H 5.33109 2.07008 -1.23284 0.26
H 4.31056 5.14291 0.70359 0.23
H 5.77651 4.63138 1.53365 0.23
H 5.73674 4.67031 -0.24121 0.23
```

Calculated values
Spin multiplicity: 1
Kohn-Sham gap in Eh: 0.345
Highest occupied orbital energy in eV: -9.17
Structure (SMILES): Cc1cc(NC(=O)CSc2nnc(CNC(=O)c3cccc(C(F)(F)F)c3)o2)no1
Charge: 0
Calculated total energy in Eh: -1928.7646

=====

Record 3
The following is a DFT calculation (ωB97M-V/def2-TZVPD) of the molecule C17H14FN3O2S at a distorted geometry.

XYZ file:
```
38
Properties=species:S:1:pos:R:3:nbo_charge:R:1
O 3.79776 1.79348 0.14994 -0.53
C 2.78518 2.29728 -0.27909 0.55
C 2.78741 3.47206 -1.17477 -0.12
C 4.02491 4.01676 -1.52516 -0.16
C 4.09785 5.11623 -2.35694 -0.22
C 2.93474 5.68614 -2.85033 -0.18
C 1.70143 5.15241 -2.50902 -0.22
C 1.62133 4.05191 -1.67638 -0.18
H 0.65310 3.65009 -1.42174 0.22
H 0.79674 5.59784 -2.89498 0.22
H 2.98769 6.54621 -3.50106 0.22
H 5.05899 5.53030 -2.62184 0.22
H 4.91746 3.55617 -1.12897 0.24
C 1.43674 1.72515 0.09966 -0.62
H 0.89021 1.35870 -0.76912 0.26
H 0.81733 2.44639 0.63201 0.26
S 1.75495 0.31327 1.21513 0.34
C 0.10275 -0.04178 1.53327 0.28
N -0.94679 0.57861 1.08158 -0.35
N -2.01765 -0.05720 1.59997 -0.28
C -1.58249 -1.01784 2.33970 0.43
O -0.22196 -1.07121 2.34453 -0.42
C -2.37662 -2.03766 3.08445 -0.27
N -2.08110 -3.38452 2.65597 -0.59
C -2.24602 -3.77917 1.33681 0.15
C -3.06807 -3.09021 0.44342 -0.27
C -3.25164 -3.56051 -0.84358 -0.24
C -2.61453 -4.72033 -1.24010 0.35
C -1.79198 -5.42241 -0.37796 -0.25
C -1.60986 -4.94612 0.90385 -0.24
H -0.96690 -5.48228 1.58694 0.21
H -1.30148 -6.32215 -0.71379 0.23
F -2.79303 -5.17740 -2.50225 -0.33
H -3.88175 -3.02943 -1.53909 0.23
H -3.55853 -2.17755 0.73933 0.23
H -1.26684 -3.79019 3.09540 0.38
H -2.15380 -1.96503 4.15233 0.23
H -3.43552 -1.81601 2.93185 0.23
```

Calculated values
Spin multiplicity: 1
Kohn-Sham gap in Eh: 0.293
Highest occupied orbital energy in eV: -8.06
Structure (SMILES): O=C(CSc1nnc(CNc2ccc(F)cc2)o1)c1ccccc1
Charge: 0
Calculated total energy in Eh: -1468.9996

=====

Record 4
The following is a DFT calculation (ωB97M-V/def2-TZVPD) of a structure of composition C17H15AuN5OS at a distorted geometry.

XYZ file:
```
40
Properties=species:S:1:pos:R:3:nbo_charge:R:1
Au -0.04290 -0.64690 0.23621 1.25
O -0.18536 1.89220 3.36495 -0.58
C -0.34964 1.29031 2.32255 0.61
N 0.59971 0.90700 1.45654 -0.72
C 1.99426 0.79682 1.82297 -0.28
C 2.68062 -0.23878 0.95006 0.25
C 4.04931 -0.44389 1.00972 -0.23
C 4.63925 -1.40181 0.20488 -0.10
C 3.85747 -2.14266 -0.67064 -0.24
C 2.50313 -1.90285 -0.70641 0.08
N 1.94306 -0.98291 0.08900 -0.48
C -1.74908 0.85834 1.88030 0.14
C -2.87616 1.32380 2.52229 -0.19
C -4.11998 0.87105 2.10698 -0.11
C -4.20789 -0.02857 1.05579 -0.23
C -3.04760 -0.46249 0.44510 0.08
N -1.85921 -0.02708 0.86449 -0.46
H 2.08564 0.48447 2.86986 0.25
H 2.51806 1.75147 1.72024 0.24
H 4.63955 0.15785 1.68666 0.25
H 5.70697 -1.56658 0.25422 0.24
H 4.28315 -2.90063 -1.31068 0.25
H 1.83405 -2.44650 -1.35698 0.24
H -2.74591 2.02819 3.33188 0.27
H -5.01742 1.21960 2.59965 0.24
H -5.15956 -0.40725 0.71389 0.25
H -3.04925 -1.16796 -0.37288 0.23
C 0.16793 -6.53019 -1.64506 -0.65
C -0.71960 -5.76697 -0.71674 0.27
C -2.02933 -6.15405 -0.44588 -0.29
C -2.76402 -5.35864 0.41404 0.09
N -2.26044 -4.26455 0.97916 -0.46
C -0.99199 -4.00455 0.68587 0.25
S -0.26991 -2.62608 1.55448 -0.14
N -0.20175 -4.68210 -0.13468 -0.48
H -0.33966 -7.39240 -2.07085 0.23
H 1.05575 -6.86847 -1.11053 0.24
H 0.50385 -5.88133 -2.45432 0.23
H -2.45746 -7.03872 -0.89398 0.24
H -3.79373 -5.59879 0.65249 0.21
```

Calculated values
Spin multiplicity: 1
Kohn-Sham gap (spin up / spin down) in Eh: 0.235 / 0.235
Highest occupied orbital energy (spin up / spin down) in eV: -11.54 / -11.55
Charge: +1
Calculated total energy in Eh: -1539.4552

=====

Record 5
The following is a DFT calculation (ωB97M-V/def2-TZVPD) of a structure of composition C17H15CdN8OS2 at a distorted geometry.

XYZ file:
```
44
Properties=species:S:1:pos:R:3:nbo_charge:R:1
Cd 0.84250 -0.58039 1.67116 1.52
C 0.76831 3.75031 4.39119 -0.40
N -0.23613 3.10401 3.57328 -0.38
C -1.34140 3.74600 3.07536 -0.05
C -2.08815 2.87168 2.39719 -0.09
N -1.50317 1.61065 2.42177 -0.40
C -0.28747 1.71402 3.21116 0.22
S 0.81751 0.57061 3.71832 -0.17
C -1.99859 0.44140 1.77273 0.40
C -3.31245 0.40696 1.29502 -0.29
C -3.79379 -0.73376 0.64792 -0.13
C -2.95588 -1.82309 0.47868 -0.28
C -1.66996 -1.72072 0.96707 0.12
N -1.19040 -0.62471 1.59484 -0.60
H 0.65101 4.83739 4.35617 0.21
H 1.76455 3.48602 4.02559 0.24
H 0.66174 3.40224 5.42274 0.21
H -1.51817 4.79932 3.23360 0.22
H -3.00354 3.08975 1.87126 0.23
H -3.99525 1.23523 1.43660 0.21
H -4.81808 -0.76752 0.28777 0.22
H -3.29390 -2.72647 -0.01518 0.23
H -0.96254 -2.53912 0.86852 0.26
O 2.04318 0.89874 0.87515 -0.72
N 1.97556 1.86103 -0.09640 0.04
C 3.04477 2.04082 -0.81326 -0.16
C 2.92507 3.06380 -1.82231 0.30
N 2.88903 3.87891 -2.65577 -0.37
C 4.27477 1.29845 -0.64665 0.28
N 5.31559 0.77158 -0.61152 -0.33
C -0.42828 -2.20457 -5.28192 -0.64
C 0.34116 -2.78737 -4.13902 0.25
C 1.06517 -3.95340 -4.28252 -0.39
C 1.73018 -4.38919 -3.15961 0.08
N 1.70255 -3.75063 -1.98040 -0.48
C 0.97116 -2.62757 -1.94311 0.27
S 0.90573 -1.77956 -0.46173 -0.52
N 0.28387 -2.11214 -2.97535 -0.50
H -0.32802 -2.80898 -6.18910 0.20
H -0.06266 -1.19680 -5.50224 0.23
H -1.49087 -2.14850 -5.02581 0.22
H 1.11405 -4.49812 -5.21284 0.20
H 2.32570 -5.29475 -3.17207 0.18
H 1.86552 -1.81156 2.39370 -0.64
```

Calculated values
Spin multiplicity: 1
Kohn-Sham gap in Eh: 0.213
Highest occupied orbital energy in eV: -3.66
Charge: -1
Calculated total energy in Eh: -2134.1016

=====

Record 6
The following is a DFT calculation (ωB97M-V/def2-TZVPD) of a structure of composition C17H15Cl2F6O3PPt at a distorted geometry.

XYZ file:
```
45
Properties=species:S:1:pos:R:3:nbo_charge:R:1
Pt -0.44257 0.30673 0.17110 1.45
Cl -6.41156 -2.99340 -2.37293 0.16
C -4.87221 -2.34173 -2.05566 0.02
C -3.73134 -3.03331 -2.48403 -0.23
C -2.48400 -2.50632 -2.25700 -0.02
Cl -1.07821 -3.32210 -2.73831 0.17
C -2.29981 -1.21852 -1.61180 0.46
O -1.14166 -0.72490 -1.56769 -0.61
C -3.49687 -0.58543 -1.10025 -0.23
C -3.41301 0.60592 -0.29253 0.45
O -2.41932 1.27652 -0.02091 -0.56
C -4.74810 -1.14577 -1.35063 -0.10
H -3.83720 -3.98156 -2.98865 0.27
H -4.37239 0.94260 0.13388 0.17
H -5.63288 -0.63860 -0.99221 0.26
F 0.99180 -1.27540 1.28063 -0.61
P -0.18623 -1.83028 2.39987 2.61
F -1.38817 -2.23069 3.32983 -0.55
F 0.30615 -3.30355 2.15121 -0.55
F 0.84100 -1.55082 3.56681 -0.55
F -1.18881 -1.91936 1.05112 -0.62
F -0.66083 -0.21481 2.47968 -0.59
C 5.90689 -0.76573 -2.41404 -0.65
C 4.92294 -0.15274 -1.48486 0.10
C 3.76057 0.44759 -1.96291 -0.24
C 2.80873 0.98062 -1.11103 0.06
C 1.61079 1.62573 -1.71358 -0.62
C 3.03049 0.93465 0.29548 -0.18
C 2.05733 1.44529 1.21289 0.45
O 0.88309 1.76511 0.98656 -0.64
C 4.23464 0.36304 0.79077 0.11
C 4.58437 0.28524 2.23789 -0.65
C 5.14160 -0.17058 -0.10996 -0.24
H 5.56347 -0.71967 -3.44368 0.22
H 6.07749 -1.80804 -2.14418 0.24
H 6.86419 -0.25079 -2.33334 0.24
H 3.60203 0.50087 -3.02974 0.22
H 1.74054 1.75248 -2.78655 0.24
H 1.40161 2.59902 -1.26831 0.24
H 0.71130 0.98630 -1.56637 0.17
H 2.40351 1.59320 2.24658 0.18
H 3.77029 0.51573 2.91591 0.22
H 5.40996 0.96737 2.44056 0.24
H 4.93477 -0.71510 2.48112 0.25
H 6.04217 -0.63132 0.26986 0.22
```

Calculated values
Spin multiplicity: 4
Kohn-Sham gap (spin up / spin down) in Eh: 0.273 / 0.183
Highest occupied orbital energy (spin up / spin down) in eV: -12.06 / -12.05
Charge: +1
Calculated total energy in Eh: -2862.6091